Entry 1:
ORCA calculation (wB97M-V/def2-TZVPD) on a single C5H10O molecule.

XYZ file:
```
16
Properties=species:S:1:pos:R:3:forces:R:3:mulliken_charge:R:1
O -0.4435 0.0345 2.3611 0.222 0.043 0.031 -0.517
C -1.3787 0.3913 1.3633 -0.302 0.070 -0.193 -0.577
C -1.0161 -0.1554 -0.0136 0.035 -0.029 -0.033 -0.479
C 0.3248 0.3588 -0.5058 -0.085 0.079 0.056 -0.158
C 0.9194 -0.1811 -1.7727 -0.020 0.000 -0.173 -0.632
C 1.5545 -0.5131 -0.4534 0.137 -0.083 0.120 -0.551
H 0.4234 0.3336 2.0618 -0.029 -0.088 0.068 0.338
H -1.4928 1.4878 1.3044 0.055 -0.176 0.026 0.292
H -2.3402 -0.0165 1.6922 0.133 0.060 -0.064 0.342
H -1.8064 0.1301 -0.7212 0.088 -0.018 0.104 0.277
H -0.9980 -1.2530 0.0299 0.011 0.154 -0.045 0.279
H 0.4933 1.4206 -0.3287 -0.050 -0.098 -0.041 0.385
H 0.3690 -0.9637 -2.2888 0.093 0.101 0.104 0.251
H 1.4420 0.5094 -2.4278 -0.095 -0.114 0.092 0.250
H 1.4349 -1.5254 -0.0776 -0.010 0.159 -0.025 0.226
H 2.5144 -0.0579 -0.2230 -0.183 -0.061 -0.027 0.275
```
Positions in Å, forces in eV/Å.

Computed properties:
- orbital gap (eV) = 11.20
- 2S+1 = 1
- F_max (eV/A) = 0.4
- ΔE to the lowest compared entry with this formula, charge and spin (kcal/mol) = 26.0
- E_LUMO (eV) = 1.1
- net charge = 0

Entry 2:
ORCA calculation (wB97M-V/def2-TZVPD) on C5H10O as an isolated structure at a distorted geometry.

XYZ file:
```
16
Properties=species:S:1:pos:R:3:forces:R:3:mulliken_charge:R:1
O 2.6982 0.0275 0.0695 0.140 -0.184 0.177 -0.492
C 1.4372 -0.3698 0.5110 -0.515 -2.425 0.062 -0.336
C 0.3155 0.0980 -0.3379 -0.213 -0.202 0.138 0.023
C -0.8110 -0.8690 -0.0447 0.874 -1.289 0.220 -0.499
C -1.8729 0.2798 -0.4585 0.186 -0.498 -0.144 -0.543
C -0.7085 1.2557 -0.1498 0.354 0.174 -0.030 -0.621
H 3.3294 -0.0899 0.7894 -0.064 -0.024 -0.204 0.341
H 1.1240 -1.7556 0.3460 1.973 3.385 0.830 0.003
H 1.2918 -0.1577 1.5820 -0.029 -0.185 -0.289 0.303
H 0.6435 0.0687 -1.3893 -0.274 -0.124 0.219 0.243
H -0.9494 -0.9175 1.0431 0.230 0.164 0.063 0.253
H -0.2125 -1.9725 -0.1711 -3.104 1.826 -0.911 0.220
H -2.1959 0.3167 -1.5033 0.240 -0.166 0.118 0.267
H -2.7627 0.4063 0.1804 0.414 -0.382 -0.223 0.287
H -0.7417 1.6310 0.8789 0.004 -0.089 -0.161 0.261
H -0.5459 2.0845 -0.8407 -0.217 0.020 0.135 0.291
```
Positions in Å, forces in eV/Å.

Computed properties:
- orbital gap (eV) = 10.35
- 2S+1 = 1
- F_max (eV/A) = 4.0
- ΔE to the lowest compared entry with this formula, charge and spin (kcal/mol) = 88.0
- E_LUMO (eV) = 0.9
- net charge = 0

Entry 3:
ORCA calculation (wB97M-V/def2-TZVPD) on a 2-piece molecular cluster, C5H10O overall.

XYZ file:
```
16
Properties=species:S:1:pos:R:3:forces:R:3:mulliken_charge:R:1
C 0.0464 1.7192 -1.5751 0.048 -0.066 0.042 -0.999
C 0.6715 0.6520 -1.0758 -0.207 0.003 -0.211 0.828
C 0.4006 -0.7697 -1.4557 -0.024 -0.024 -0.025 -0.865
O 1.6538 0.7226 -0.1261 0.043 0.224 -0.016 -0.483
H 0.2813 2.7308 -1.2501 0.000 -0.164 -0.024 0.228
H -0.7207 1.6028 -2.3314 0.116 -0.020 0.122 0.262
H 0.0591 -1.3297 -0.5777 0.067 0.099 -0.141 0.123
H 1.3184 -1.2427 -1.8222 -0.121 0.076 0.059 0.272
H -0.3655 -0.8257 -2.2322 0.121 0.027 0.124 0.306
H 1.8325 1.6541 0.0611 0.012 -0.143 0.007 0.315
C -0.7962 -1.4636 2.2040 -0.024 0.173 -0.017 -0.533
C -0.9329 -0.1708 1.9283 0.015 -0.181 0.039 -0.389
H -1.6419 -2.0830 2.4930 0.103 0.109 -0.031 0.229
H 0.1730 -1.9554 2.1526 -0.134 0.092 -0.007 0.271
H -0.0803 0.4331 1.6273 -0.150 -0.107 0.078 0.204
H -1.8991 0.3261 1.9799 0.137 -0.099 -0.001 0.230
```
Positions in Å, forces in eV/Å.

Computed properties:
- orbital gap (eV) = 9.85
- 2S+1 = 1
- F_max (eV/A) = 0.3
- ΔE to the lowest compared entry with this formula, charge and spin (kcal/mol) = 37.1
- E_LUMO (eV) = 0.9
- net charge = 0

Entry 4:
ORCA calculation (wB97M-V/def2-TZVPD) on a single C5H10O molecule.

XYZ file:
```
16
Properties=species:S:1:pos:R:3:forces:R:3:mulliken_charge:R:1
C 1.2020 -1.4092 0.0141 0.035 0.006 -0.068 -1.123
C 0.4429 -0.8053 1.1941 0.021 0.005 0.065 -0.320
C -0.8041 -0.0360 0.7540 0.018 0.027 0.036 -0.541
C -0.5658 1.4162 0.3890 -0.272 -0.149 0.292 -0.282
C -0.5821 1.5161 -1.4507 0.108 -0.021 -0.352 -0.488
O -1.5779 1.8322 -0.5141 -0.027 -0.046 0.140 -0.234
H 1.5544 -0.6343 -0.6773 -0.033 -0.113 0.093 0.281
H 0.5571 -2.0931 -0.5518 0.103 0.102 0.076 0.295
H 2.0774 -1.9756 0.3484 -0.124 0.097 -0.048 0.345
H 1.0946 -0.1226 1.7531 -0.088 -0.098 -0.065 0.302
H 0.1596 -1.6078 1.8863 0.006 0.134 -0.124 0.321
H -1.4643 0.1190 1.6227 0.032 -0.021 -0.063 0.233
H -1.3996 -0.6045 0.0206 0.100 0.155 0.037 0.376
H 0.3771 1.5047 -0.7325 0.106 -0.114 -0.292 0.233
H -0.3720 2.3550 -2.1178 0.016 -0.128 0.123 0.342
H -0.6994 0.5454 -1.9380 0.000 0.164 0.150 0.261
```
Positions in Å, forces in eV/Å.

Computed properties:
- orbital gap (eV) = 9.31
- 2S+1 = 1
- F_max (eV/A) = 0.4
- ΔE to the lowest compared entry with this formula, charge and spin (kcal/mol) = 105.2
- E_LUMO (eV) = 1.0
- net charge = 0

Entry 5:
ORCA calculation (wB97M-V/def2-TZVPD) on a single C5H10O molecule.

XYZ file:
```
16
Properties=species:S:1:pos:R:3:forces:R:3:mulliken_charge:R:1
C -2.2635 -0.8525 0.2033 -0.263 -0.138 -0.062 -0.682
O -1.0981 -0.3038 0.7906 0.027 0.030 0.200 -0.402
C -0.4277 0.5372 -0.0852 0.044 0.216 -0.290 0.221
C 0.6309 1.5243 0.2600 0.011 0.076 0.073 -0.836
C 0.9418 0.2839 -0.6126 0.096 -0.041 -0.067 0.066
C 1.9056 -0.6889 0.0462 0.017 0.001 0.046 -1.250
H -3.1440 -0.4630 0.7262 0.041 -0.135 -0.059 0.213
H -2.2492 -1.9452 0.2692 0.033 0.134 0.105 0.251
H -2.3474 -0.5841 -0.8597 0.019 -0.094 0.249 0.346
H -1.0826 0.9611 -0.8487 -0.009 -0.155 0.121 0.342
H 1.1431 1.4831 1.2177 -0.243 -0.151 -0.076 0.223
H 0.4590 2.5508 -0.0617 0.280 -0.302 -0.326 0.248
H 1.0043 0.2781 -1.7009 0.229 0.516 0.202 0.327
H 1.6390 -1.7464 -0.0670 -0.122 0.221 -0.108 0.288
H 1.9899 -0.4851 1.1177 -0.043 -0.132 -0.130 0.293
H 2.8990 -0.5494 -0.3952 -0.117 -0.047 0.124 0.352
```
Positions in Å, forces in eV/Å.

Computed properties:
- orbital gap (eV) = 10.16
- 2S+1 = 1
- F_max (eV/A) = 0.6
- ΔE to the lowest compared entry with this formula, charge and spin (kcal/mol) = 45.7
- E_LUMO (eV) = 1.1
- net charge = 0

Entry 6:
ORCA calculation (wB97M-V/def2-TZVPD) on a single C5H10O molecule.

XYZ file:
```
16
Properties=species:S:1:pos:R:3:forces:R:3:mulliken_charge:R:1
C 1.9606 -0.2269 -0.1777 0.048 -0.004 -0.009 -1.569
C 0.6365 -0.5879 0.5050 -0.004 -0.074 0.008 -0.020
C -0.6472 0.1169 0.1085 0.022 0.135 0.002 0.381
C -1.8977 -0.4879 0.6875 -0.089 0.019 0.113 -1.464
C -0.7437 1.2277 -0.6253 -0.271 -0.176 0.100 -0.159
O 0.2001 1.6807 -1.5095 0.159 -0.071 -0.063 -0.547
H 2.1237 0.8530 -0.2272 -0.031 -0.187 0.065 0.415
H 2.7921 -0.6619 0.3871 -0.132 0.024 -0.100 0.366
H 2.0263 -0.6348 -1.1951 -0.041 0.086 0.122 0.354
H 0.4940 -1.6761 0.4625 -0.022 0.132 -0.040 0.292
H 0.7412 -0.3545 1.5764 0.008 -0.129 -0.115 0.290
H -1.9074 -0.5101 1.7832 0.028 0.002 -0.081 0.302
H -2.7941 0.0265 0.3266 0.143 -0.013 0.167 0.367
H -1.9712 -1.5293 0.3410 -0.017 0.182 0.112 0.304
H -1.6062 1.8909 -0.5783 -0.076 -0.334 -0.230 0.356
H 0.5929 0.8737 -1.8646 0.273 0.408 -0.052 0.330
```
Positions in Å, forces in eV/Å.

Computed properties:
- orbital gap (eV) = 9.28
- 2S+1 = 1
- F_max (eV/A) = 0.5
- ΔE to the lowest compared entry with this formula, charge and spin (kcal/mol) = 24.4
- E_LUMO (eV) = 0.9
- net charge = 0

Entry 7:
ORCA calculation (wB97M-V/def2-TZVPD) on a 2-piece molecular cluster, C5H10O overall.

XYZ file:
```
16
Properties=species:S:1:pos:R:3:forces:R:3:mulliken_charge:R:1
C -1.4953 -1.6635 -0.6347 -0.111 -0.216 -0.082 -0.741
C 0.4262 -0.3118 -0.3410 -0.033 0.158 -0.023 -0.364
C 1.8746 -0.2803 0.0700 0.085 0.010 0.074 -1.242
C -0.5454 0.5696 0.1390 0.007 -0.033 -0.026 0.988
O -1.7655 0.2626 -0.0105 0.214 0.039 -0.040 -0.599
C -0.2281 1.8851 0.8090 0.017 0.067 -0.014 -1.305
H -1.7554 -1.4512 -1.6668 0.030 -0.008 0.172 0.366
H -2.3510 -1.8052 0.0134 0.152 0.070 -0.044 0.284
H -0.7350 -2.4281 -0.5249 -0.058 0.166 -0.011 0.321
H 0.2505 -0.5640 -1.3857 -0.052 -0.006 0.109 0.349
H 1.9997 0.1358 1.0761 -0.036 -0.081 -0.149 0.321
H 2.5014 0.3087 -0.6164 -0.092 -0.082 0.094 0.285
H 2.2979 -1.2925 0.0922 -0.068 0.143 -0.012 0.330
H -0.0433 1.7230 1.8778 -0.043 -0.030 -0.150 0.306
H 0.6592 2.3620 0.3826 -0.120 -0.089 0.077 0.321
H -1.0904 2.5499 0.7200 0.109 -0.108 0.026 0.380
```
Positions in Å, forces in eV/Å.

Computed properties:
- orbital gap (spin up / spin down) (eV) = 7.56 / 7.56
- 2S+1 = 1
- F_max (eV/A) = 0.3
- ΔE to the lowest compared entry with this formula, charge and spin (kcal/mol) = 100.9
- E_LUMO (spin up / spin down) (eV) = 0.1 / 0.1
- net charge = 0